1.
DFT (ωB97M-V/def2-TZVPD) results for 13 unconnected molecules or ions with the total composition C78H78.

Last column: Löwdin charge in e.
Element x y z (Å)
C  1.55  0.71  6.02  -0.07
C  -3.94  -1.53  -3.88  -0.09
C  -4.01  0.93  3.33  -0.13
C  -0.43  -4.38  -2.44  -0.09
C  2.45  -6.23  -0.06  -0.11
C  1.18  -6.54  0.31  -0.11
C  -0.59  1.71  5.68  -0.11
C  2.89  5.88  4.38  -0.09
C  3.76  1.84  2.64  -0.09
C  -3.44  4.94  -2.03  -0.11
C  3.59  -0.99  -1.23  -0.11
C  -0.42  0.56  -0.58  -0.08
C  -0.82  -0.70  -0.22  -0.09
C  -2.33  3.19  -3.22  -0.10
C  2.04  -3.94  0.66  -0.06
C  -0.43  -0.46  -4.96  -0.09
C  3.59  -1.67  -2.44  -0.08
C  0.62  5.29  3.97  -0.11
C  -6.18  -1.23  -4.78  -0.11
C  0.34  -5.58  0.91  -0.12
C  2.97  -0.72  3.13  -0.10
C  0.88  5.03  2.64  -0.10
C  -0.41  1.61  0.34  -0.10
C  -1.09  0.87  6.66  -0.12
C  -5.09  -1.99  -4.57  -0.11
C  -3.81  2.29  3.10  -0.10
C  0.98  -1.97  -6.17  -0.08
C  3.17  5.62  3.04  -0.08
C  5.71  -2.65  -1.74  -0.11
C  -2.09  -2.14  4.62  -0.13
C  -1.28  0.10  2.00  -0.10
C  1.33  -5.17  -3.89  -0.06
C  2.14  3.72  -3.61  -0.09
C  1.61  4.73  -2.81  -0.09
C  4.68  -2.51  -2.70  -0.08
C  -0.91  1.33  1.56  -0.15
C  -3.97  2.82  1.82  -0.11
C  2.14  5.21  2.15  -0.09
C  -4.02  -0.30  -3.31  -0.15
C  -4.48  0.11  2.33  -0.08
C  -3.20  3.39  -4.31  -0.10
C  -0.82  -4.12  4.25  -0.08
C  2.10  -1.18  -5.84  -0.09
C  -1.98  -4.85  3.98  -0.11
C  -1.31  -0.95  1.06  -0.06
C  0.30  -5.84  -4.65  -0.08
C  4.15  -0.27  3.69  -0.14
C  0.73  1.59  5.30  -0.07
C  -0.88  -2.76  4.70  -0.06
C  -4.42  2.03  0.81  -0.10
C  -3.22  -4.22  3.98  -0.08
C  -4.21  5.26  -3.15  -0.09
C  -2.52  3.92  -2.08  -0.13
C  4.64  -1.00  -0.36  -0.10
C  -1.03  -5.67  -4.30  -0.13
C  -5.11  0.53  -3.44  -0.08
C  1.95  -0.04  -5.06  -0.12
C  5.71  -1.86  -0.60  -0.09
C  2.16  0.15  2.41  -0.08
C  -0.30  -1.56  -5.80  -0.10
C  -0.25  0.05  7.39  -0.10
C  -4.05  4.50  -4.31  -0.10
C  1.12  -0.02  7.13  -0.06
C  3.40  3.25  -3.32  -0.11
C  2.40  5.44  -1.87  -0.10
C  0.91  -4.40  -2.81  -0.08
C  -4.60  0.67  1.05  -0.07
C  -6.23  0.04  -4.20  -0.07
C  2.59  1.43  2.07  -0.09
C  0.73  -4.30  1.10  -0.10
C  -1.42  -4.96  -3.21  -0.11
C  4.55  1.00  3.45  -0.10
C  4.17  3.87  -2.38  -0.10
C  1.61  5.68  4.81  -0.12
C  3.68  4.96  -1.66  -0.11
C  2.93  -4.92  0.12  -0.07
C  -3.22  -2.81  4.19  -0.10
C  0.69  0.28  -4.52  -0.07
H  0.99  -2.88  -6.79  0.11
H  -2.96  -2.17  -3.75  0.13
H  3.64  6.21  5.06  0.10
H  4.19  5.69  2.71  0.09
H  -3.87  0.62  4.39  0.11
H  -7.02  0.73  -4.53  0.10
H  -1.19  2.50  5.22  0.10
H  1.39  6.01  5.83  0.11
H  -0.88  -1.54  -0.90  0.09
H  -0.40  5.14  4.32  0.11
H  3.10  -1.40  -6.24  0.11
H  -1.83  -5.93  3.74  0.11
H  0.10  -4.68  4.23  0.09
H  -1.56  2.40  -3.43  0.10
H  3.79  2.41  -3.87  0.09
H  1.83  -0.66  7.60  0.10
H  3.90  -4.62  -0.26  0.09
H  4.76  -3.20  -3.58  0.11
H  -3.47  5.54  -1.05  0.13
H  1.18  -0.25  2.02  0.10
H  -0.65  -5.97  1.23  0.11
H  -1.96  3.71  -1.16  0.10
H  -2.98  2.82  -5.20  0.10
H  -3.25  0.15  -2.68  0.09
H  -1.77  -6.22  -4.84  0.09
H  -0.03  -2.22  5.01  0.08
H  -4.18  -2.22  4.09  0.10
H  3.06  -7.01  -0.50  0.10
H  1.87  6.20  -1.26  0.11
H  -0.92  2.15  2.27  0.10
H  -4.72  4.67  -5.17  0.11
H  5.43  1.37  3.95  0.10
H  0.83  -7.59  0.22  0.11
H  2.96  -1.44  -3.28  0.06
H  -0.70  -3.86  -1.55  0.08
H  -3.58  2.91  3.98  0.10
H  -4.93  0.06  0.22  0.10
H  -1.19  -2.09  -6.12  0.10
H  -0.69  -0.53  8.16  0.09
H  -2.52  -4.91  -2.98  0.12
H  -1.45  -0.22  -4.60  0.09
H  -4.46  -0.97  2.52  0.08
H  1.17  2.17  4.49  0.09
H  -2.16  0.88  6.97  0.11
H  4.41  5.43  -0.96  0.11
H  5.14  3.42  -2.23  0.10
H  -5.10  1.52  -2.97  0.10
H  0.50  1.17  -3.91  0.07
H  2.78  -0.34  -0.88  0.10
H  2.75  -1.78  3.40  0.12
H  -1.66  -1.95  1.32  0.10
H  2.46  -2.97  0.85  0.07
H  6.54  -1.96  0.09  0.10
H  0.62  -6.54  -5.42  0.09
H  0.03  -3.54  1.46  0.08
H  -2.17  -1.09  4.93  0.08
H  4.70  -0.31  0.51  0.11
H  -4.80  6.16  -3.35  0.10
H  0.60  5.07  -3.00  0.09
H  1.55  3.16  -4.39  0.11
H  -4.54  2.51  -0.17  0.10
H  2.41  5.06  1.12  0.08
H  6.53  -3.23  -2.01  0.07
H  0.04  2.57  0.12  0.10
H  -1.55  0.06  3.04  0.08
H  -4.09  -4.82  3.71  0.10
H  1.70  -4.08  -2.22  0.06
H  4.80  -0.95  4.26  0.12
H  2.77  0.56  -4.89  0.06
H  0.09  4.72  1.95  0.10
H  2.52  0.54  5.70  0.06
H  1.96  2.04  1.44  0.09
H  -0.08  0.56  -1.60  0.08
H  -3.98  3.85  1.62  0.09
H  4.23  2.78  2.44  0.09
H  -7.01  -1.39  -5.41  0.09
H  -5.05  -2.95  -5.09  0.11
H  2.36  -5.13  -4.21  0.09

Computed properties:
Spin multiplicity = 1
HOMO energy = -8.9 eV
Orbital gap = 0.3502 Ha
Energy above the lowest of the compared OMol25 structures with the same formula, charge and spin = 89.48 kJ/mol
E_LUMO = 0.6 eV
Total charge = 0

---

2.
DFT (ωB97M-V/def2-TZVPD) results for a gas-phase ion, C8H12NO3 (charge +1).

Last column: Löwdin charge in e.
Element x y z (Å)
O  1.93  -0.42  1.68  0.13
O  -0.90  1.37  -1.70  0.08
O  -0.45  -1.91  0.77  0.08
N  -0.88  -1.32  -1.37  0.14
C  1.31  0.56  1.02  -0.28
C  2.21  1.82  1.00  0.01
C  -0.42  -0.99  -0.15  -0.15
C  0.25  0.47  0.21  0.02
C  -1.25  -3.01  0.21  -0.05
C  -0.35  2.96  -0.10  0.00
C  -1.46  -2.70  -1.28  -0.06
C  -0.36  1.60  -0.64  -0.40
H  -2.55  -2.63  -1.48  0.14
H  0.64  3.51  -0.44  0.14
H  1.67  -1.32  1.64  0.10
H  -1.06  -3.38  -2.04  0.14
H  3.30  1.62  1.17  0.11
H  -0.28  2.81  1.03  0.11
H  -0.84  -4.00  0.36  0.14
H  2.14  2.28  -0.10  0.12
H  -1.21  -0.46  -1.95  0.19
H  -1.15  3.56  -0.30  0.06
H  1.87  2.60  1.69  0.09
H  -2.15  -3.01  0.76  0.12

Computed properties:
Spin multiplicity = 1
HOMO energy = -13.7 eV
Orbital gap = 0.3617 Ha
Energy above the lowest of the compared OMol25 structures with the same formula, charge and spin = 32.53 kJ/mol
E_LUMO = -3.8 eV
Total charge = +1

---

3.
DFT (ωB97M-V/def2-TZVPD) results for a molecular structure, C31H38F6N4NiOP2.

Last column: Löwdin charge in e.
Element x y z (Å)
Ni  -0.41  -2.59  3.65  0.92
P  -1.83  -0.42  -2.41  1.09
P  1.64  -1.03  -2.52  1.10
F  -0.94  -1.33  8.58  0.11
F  -3.06  0.24  7.63  0.13
F  -3.60  -0.79  5.76  0.14
F  -1.62  -2.82  7.10  0.14
F  0.43  -2.12  7.05  0.11
F  -2.75  1.21  5.69  0.09
O  -1.02  -1.07  4.97  -0.24
N  2.99  0.11  -2.74  -0.27
N  -2.11  1.31  -2.72  -0.24
N  2.37  -2.28  -3.56  -0.26
N  -3.30  -0.97  -3.21  -0.29
C  -0.25  0.61  6.57  0.01
C  -3.85  -2.24  -2.97  -0.16
C  2.59  -3.59  -3.14  -0.15
C  -0.88  2.39  3.48  -0.13
C  0.32  0.12  0.95  -0.21
C  -4.08  -0.34  -4.18  -0.13
C  1.56  -2.14  3.97  -0.15
C  3.99  0.37  -1.80  -0.14
C  3.00  -4.34  -4.23  -0.10
C  5.03  1.08  -2.44  -0.09
C  4.64  1.25  -3.80  -0.08
C  0.64  -0.23  -3.89  -0.41
C  -0.85  -1.73  7.26  -0.50
C  -1.89  3.31  -3.77  -0.08
C  -5.04  -2.34  -3.68  -0.10
C  -0.93  0.96  1.34  -0.21
C  1.36  2.78  2.25  -0.19
C  -1.20  1.30  2.77  -0.11
C  -1.18  -0.57  6.22  -0.45
C  3.40  0.67  -3.94  -0.17
C  -1.91  1.94  -3.95  -0.19
C  1.61  0.32  1.72  -0.13
C  -2.67  -0.01  6.35  -0.49
C  2.00  1.44  2.35  -0.11
C  0.42  3.14  3.45  -0.19
C  -1.99  3.55  -2.38  -0.09
C  -0.81  -0.71  -3.97  -0.40
C  2.68  -2.20  -4.92  -0.14
C  3.05  -3.46  -5.37  -0.08
C  -2.20  2.33  -1.78  -0.14
C  -5.19  -1.14  -4.45  -0.08
H  -1.81  4.00  -4.59  0.09
H  2.74  0.67  -4.79  0.08
H  1.04  -0.42  -4.90  0.06
H  0.80  0.29  6.60  0.10
H  0.68  0.86  -3.75  0.08
H  -0.82  -1.81  -4.13  0.09
H  2.90  1.40  2.96  0.11
H  2.44  -3.87  -2.12  0.09
H  -0.52  1.02  7.56  0.10
H  -3.33  -2.95  -2.35  0.09
H  -1.27  -0.29  -4.89  0.07
H  2.60  -1.28  -5.47  0.08
H  -3.78  0.59  -4.61  0.08
H  2.00  -2.80  4.72  -0.02
H  0.82  2.96  1.31  0.11
H  2.34  -1.94  3.22  -0.02
H  -1.86  4.50  -1.92  0.09
H  -1.81  0.43  0.94  0.10
H  0.09  -0.97  0.88  0.09
H  3.88  0.09  -0.77  0.09
H  -1.79  1.39  -4.86  0.09
H  3.23  -5.39  -4.26  0.08
H  2.25  -0.58  1.80  0.08
H  1.34  -1.21  4.48  -0.03
H  -0.79  1.90  0.79  0.08
H  -1.83  0.55  3.29  0.09
H  0.97  3.01  4.42  0.12
H  -5.99  -0.88  -5.10  0.09
H  5.18  1.72  -4.61  0.09
H  -1.56  2.76  4.26  0.10
H  2.20  3.50  2.31  0.11
H  3.32  -3.68  -6.38  0.09
H  -5.73  -3.17  -3.65  0.09
H  -2.45  2.12  -0.78  0.08
H  5.93  1.45  -2.00  0.08
H  0.56  0.40  -0.11  0.07
H  -0.33  1.41  5.82  0.07
H  0.18  4.22  3.41  0.11

Computed properties:
Spin multiplicity = 3
HOMO energy (spin up / spin down) = -8.3 / -8.3 eV
⟨S²⟩ = 2.005
Orbital gap (spin up / spin down) = 0.2499 / 0.2234 Ha
Energy above the lowest of the compared OMol25 structures with the same formula, charge and spin = 124.34 kJ/mol
E_LUMO (spin up / spin down) = -1.5 / -2.2 eV
Total charge = 0